DFT (wB97M-V/def2-TZVPD) results for a cluster of 2 separate species, CH3FINS in total at a distorted geometry.

For the gap between HOMO and LUMO, the calculation gives 7.15 eV. As for the highest occupied orbital energy: -0.319 Eh. Its largest force on an atom is 0.0436 Eh/bohr. The LUMO energy comes out at -1.529 eV.

The geometry in XYZ format:
```
8
Properties=species:S:1:pos:R:3:forces:R:3:lowdin_charge:R:1
I -3.6714 1.8370 0.3226 0.661 -0.235 0.279 0.3805
S -1.8021 0.3937 0.8329 -1.409 -0.511 -0.831 0.2415
F -2.5446 -0.9698 0.2588 0.808 0.743 0.449 -0.5990
N 0.4344 -0.6159 -0.7876 -0.465 0.164 -0.537 0.0493
C 1.6346 -0.2286 -0.3234 2.208 -0.380 -0.045 -0.3547
H 2.5480 0.1332 -0.9509 -1.681 0.074 0.187 0.0784
H 2.0880 -1.1070 0.2288 -0.519 0.655 0.507 0.1025
H 1.3130 0.5574 0.4187 0.396 -0.510 -0.009 0.1014
```
Positions in Å, forces in eV/Å.



DFT (wB97M-V/def2-TZVPD) results for the molecule CH3FN2O at a distorted geometry.

Its SMILES is [H]/N=N/[C@H](O)F. For the gap between HOMO and LUMO, the calculation gives 9.47 eV. As for the highest occupied orbital energy: -0.352 Eh. Its largest force on an atom is 0.0977 Eh/bohr. The LUMO energy comes out at -0.101 eV.

The geometry in XYZ format:
```
8
Properties=species:S:1:pos:R:3:forces:R:3:lowdin_charge:R:1
F 1.6139 0.5985 -0.2385 -2.322 -1.495 0.603 -0.0528
O 0.7825 -1.3589 0.7646 -1.235 -0.625 -4.534 0.0908
N -1.3812 0.9102 -0.6905 0.714 0.223 -0.402 0.0662
N -0.6787 0.4591 0.2360 -1.837 2.559 0.918 -0.0219
C 0.4739 -0.3457 -0.0997 1.802 -0.811 -2.640 -0.4066
H -2.1634 1.7104 -0.4877 2.157 -2.587 0.909 0.1280
H 0.9559 -1.0922 1.5960 0.783 1.801 4.623 0.0423
H 0.3971 -0.8813 -1.0802 -0.061 0.936 0.523 0.1540
```
Positions in Å, forces in eV/Å.



DFT (wB97M-V/def2-TZVPD) results for the molecule CH3FN2O at a distorted geometry.

Its SMILES is NNC(=O)F. For the gap between HOMO and LUMO, the calculation gives 10.70 eV. As for the highest occupied orbital energy: -0.366 Eh. Its largest force on an atom is 0.0796 Eh/bohr. The LUMO energy comes out at 0.737 eV.

The geometry in XYZ format:
```
8
Properties=species:S:1:pos:R:3:forces:R:3:lowdin_charge:R:1
F 2.0117 -0.9486 -0.0542 0.718 1.706 -0.011 0.0591
O 1.6731 1.3691 0.1356 0.826 -1.520 -0.930 0.1314
N -0.0224 -0.2548 0.0842 -0.388 -2.104 0.607 -0.0093
N -1.5086 0.0522 0.1251 2.465 -0.551 -0.247 0.0709
C 1.3114 0.2395 0.0017 -3.894 0.258 1.241 -0.4868
H -1.8422 -0.2815 -0.7677 0.088 -0.830 -0.348 0.0678
H -1.6381 1.0041 -0.0564 0.142 2.342 0.457 0.0426
H 0.0151 -1.1800 0.5317 0.045 0.698 -0.770 0.1243
```
Positions in Å, forces in eV/Å.



Calculated energy relative to the best compared isomer or geometry (same formula, charge and spin) in order - 100.5; 44.2; 25.5 kcal per mole